C42H45Cl4N8O8S2V | ωB97M-V with the def2-TZVPD basis set

* spin multiplicity: 4
* net charge: -1
* LUMO (spin up / spin down): 1.856 / 1.011 eV
* M: 1046.76 u
* relative energy (zero: lowest compared OMol25 entry of this formula, charge and spin): 0.0 kcal/mol
* HOMO level (spin up / spin down): -5.46 / -6.00 eV
* E: -6248.65969 Ha

```
110
Properties=species:S:1:pos:R:3:lowdin_charge:R:1
H -5.14 -2.32 4.88 0.067
C -1.89 0.55 3.63 -0.018
H 0.87 -5.14 1.00 0.086
C -1.17 -1.52 5.40 -0.098
H 3.84 -0.89 3.56 0.081
H -0.61 3.50 0.57 0.123
C -1.59 -2.15 1.20 -0.006
C 4.94 3.83 -3.30 -0.022
C -1.17 4.06 -2.37 -0.052
C 2.37 0.80 -4.46 -0.072
O 1.35 -2.82 0.72 -0.005
N 1.24 2.67 0.07 -0.272
H -2.40 1.91 -4.67 0.095
H -2.16 1.35 2.95 0.110
Cl -0.50 -3.62 -4.23 0.667
C -4.44 -2.00 0.45 -0.124
N 2.09 -3.42 -1.35 0.186
C 4.92 -0.36 0.42 -0.071
H 1.48 1.36 -4.77 0.137
O 3.32 1.80 -4.10 -0.030
H -3.86 -2.86 0.12 0.106
H 4.66 4.11 -4.31 0.087
N -3.55 -0.85 0.38 0.081
H 2.51 2.33 1.71 0.082
S 1.30 -1.64 4.02 1.113
O -5.89 0.24 -0.75 0.072
H -6.58 -2.14 5.89 0.078
C 3.70 -0.04 -0.16 -0.112
C 3.81 -0.66 2.51 -0.079
N 1.47 -5.04 0.20 0.126
C -0.53 3.13 -1.54 -0.270
H -1.25 0.31 -3.25 0.079
Cl 8.61 0.32 -2.05 0.625
C -0.64 -0.06 3.53 -0.320
H -7.20 -2.98 3.57 0.102
H 2.04 -2.46 -1.67 0.057
C 4.53 1.38 -3.66 -0.234
C -1.40 -2.88 -2.99 -1.310
Cl -1.68 -4.83 -1.21 -0.145
H -1.80 -3.04 0.60 0.004
Cl -3.06 -2.53 -3.27 0.634
H 4.06 3.99 -2.67 0.063
H 1.85 3.98 1.61 0.092
H 2.73 0.20 -5.30 0.131
O -5.14 2.23 -0.36 0.093
C 1.62 2.92 1.46 -0.088
H 5.81 -0.38 -0.19 0.087
H 0.82 2.62 2.13 0.071
H -3.74 0.58 4.68 0.093
C 0.11 3.55 -0.25 -0.175
H 3.24 2.46 -0.55 0.084
C -6.98 -1.94 3.79 -0.303
H 5.73 4.50 -2.95 0.078
N 0.33 0.27 2.59 0.103
H -1.94 -2.32 2.22 0.093
C -2.77 0.12 4.61 -0.089
H -2.40 2.15 -0.13 0.117
H -5.83 -0.72 5.15 0.069
C -1.87 2.27 -3.79 -0.097
H -3.10 -1.24 6.25 0.093
C 6.64 2.05 -2.75 -0.070
C 1.61 -3.69 -0.10 -0.654
C 1.39 -0.45 2.74 -0.516
C 2.48 0.01 0.53 -0.122
N -5.02 1.02 -0.38 -0.334
V 0.59 0.39 -0.58 0.926
S -6.34 -1.24 2.28 0.632
H -1.15 5.11 -2.12 0.105
C 5.39 2.40 -3.23 -0.190
C -0.76 -2.01 -2.11 -0.328
H -0.51 -2.03 1.23 0.050
C 7.03 0.72 -2.69 -0.682
C 4.98 -0.66 1.78 -0.089
H -4.20 -2.21 2.62 0.096
C -1.85 3.62 -3.50 -0.102
O 1.83 -1.32 -3.52 -0.001
H 6.50 -1.31 -3.06 0.110
H 0.45 4.60 -0.30 0.123
C -6.07 -1.77 4.99 -0.119
H -2.35 4.34 -4.14 0.092
C -2.22 -0.93 0.65 -0.317
H 7.32 2.83 -2.40 0.108
H 5.93 -0.90 2.25 0.096
C 6.19 -0.28 -3.12 -0.108
H 4.27 -0.74 -3.93 0.113
H 2.60 4.12 -0.64 0.094
C -0.52 1.77 -1.82 -0.167
C -1.21 1.36 -2.97 -0.108
O -5.84 0.09 2.56 -0.303
N -1.61 0.23 0.44 0.078
H 2.11 2.89 -1.84 0.082
O -7.37 -1.42 1.28 -0.306
O 1.80 0.50 -2.20 -0.151
C -2.41 -0.91 5.48 -0.109
H -5.26 -1.85 -0.24 0.114
H 1.11 -5.59 -0.57 0.051
H -7.93 -1.42 3.91 0.106
C -4.98 -2.29 1.85 -0.195
C 2.37 3.06 -0.80 -0.084
C 4.93 0.05 -3.62 0.002
C -0.29 -1.09 4.41 -0.480
C -3.78 0.48 0.08 -0.134
C -2.59 1.13 0.12 -0.025
H 3.70 0.19 -1.22 0.068
H 1.97 -4.11 -2.08 0.089
C 1.96 -0.11 -3.30 -0.618
H -5.38 -3.31 1.86 0.118
H -0.89 -2.32 6.07 0.103
C 2.59 -0.34 1.90 -0.283
N -0.23 -1.29 -1.39 0.167
```